[1]
Entry from OMol25: the molecule C4H6O at a distorted geometry (the ωB97M-V functional and the def2-TZVPD basis).

Properties
E_LUMO in eV: 0.974
ΔE to the lowest compared entry with this formula, charge and spin in eV: 0.875
Molecular weight in u: 70.09
Calculated total energy in Ha: -231.1916
Orbital gap in eV: 9.44
HOMO energy in eV: -8.46

Last column: Mulliken charge in e.
Atoms and positions in Å:
1 C 1.98061 0.02735 -0.69054  -0.836
2 C 0.65145 0.09182 -0.74789  0.047
3 C -0.21596 0.06023 0.45850  -0.307
4 C -1.53395 0.08646 0.27296  -0.102
5 O -2.43247 -0.21057 1.28487  -0.503
6 H 2.50643 0.20084 -1.62088  0.263
7 H 2.48602 0.05380 0.26714  0.256
8 H 0.20486 0.24187 -1.72600  0.241
9 H 0.38260 -0.07754 1.34742  0.291
10 H -2.01763 0.46242 -0.61570  0.340
11 H -2.01196 -0.93667 1.77012  0.312

Atoms 1-3, force components in eV/Å:
-0.52 0.74 -0.26
0.00 0.61 0.66
0.92 -0.26 -2.33

=====

[2]
Entry from OMol25: the molecule C4H6O at a distorted geometry (the ωB97M-V functional and the def2-TZVPD basis).

Properties
E_LUMO in eV: 0.760
ΔE to the lowest compared entry with this formula, charge and spin in eV: 3.165
Molecular weight in u: 70.09
Calculated total energy in Ha: -231.1074
Orbital gap in eV: 10.57
HOMO energy in eV: -9.81

Last column: Mulliken charge in e.
Atoms and positions in Å:
1 O 0.75917 -0.41134 -1.43065  -0.547
2 C 1.25390 -0.35534 -0.13202  -0.330
3 C 0.02923 0.06261 0.70531  -0.334
4 C -1.28788 -0.19684 -0.02613  -0.744
5 C -0.84282 1.03374 0.04899  -0.077
6 H -0.28859 -0.69089 -1.20134  0.359
7 H 1.70189 -1.31769 0.16601  0.279
8 H 1.99826 0.43391 0.06828  0.251
9 H 0.10478 0.09713 1.79330  0.356
10 H -2.24904 -0.66868 0.02225  0.401
11 H -1.10460 2.07145 -0.03232  0.385

Atoms 1-3, force components in eV/Å:
-1.75 -1.09 0.09
-0.29 0.02 0.73
0.34 -0.23 0.11

=====

[3]
Entry from OMol25: the molecule C4H6O at a distorted geometry (the ωB97M-V functional and the def2-TZVPD basis).

Properties
E_LUMO (spin up / spin down) in eV: 0.698 / 0.596
ΔE to the lowest compared entry with this formula, charge and spin in eV: 4.427
Molecular weight in u: 70.09
Calculated total energy in Ha: -231.0610
Orbital gap (spin up / spin down) in eV: 8.15 / 8.28
HOMO energy (spin up / spin down) in eV: -7.45 / -7.68

Last column: Mulliken charge in e.
Atoms and positions in Å:
1 C -0.84180 -0.32151 0.48109  -0.148
2 C 0.34460 -0.86295 -0.41508  -0.281
3 C -1.89308 0.19320 -0.20727  -0.706
4 C 2.30142 0.47385 0.34336  -0.381
5 O 1.59007 -0.51466 -0.19731  -0.277
6 H -0.81966 -0.40736 1.59391  0.322
7 H 0.08458 -1.80114 -0.86504  0.379
8 H -1.94740 0.35938 -1.24125  0.282
9 H -2.73654 0.53191 0.27523  0.297
10 H 1.99165 1.27490 1.08451  0.287
11 H 3.33338 0.51967 -0.17764  0.227

Atoms 1-3, force components in eV/Å:
0.81 0.07 -2.36
-2.70 1.61 3.12
2.30 -0.99 1.71

=====

[4]
Entry from OMol25: the molecule C4H6O at a distorted geometry (the ωB97M-V functional and the def2-TZVPD basis).

Properties
E_LUMO in eV: 0.900
ΔE to the lowest compared entry with this formula, charge and spin in eV: 1.193
Molecular weight in u: 70.09
Calculated total energy in Ha: -231.1799
Orbital gap in eV: 10.48
HOMO energy in eV: -9.58

Last column: Mulliken charge in e.
Atoms and positions in Å:
1 O 2.20962 -0.93186 0.37349  -0.554
2 C 1.10308 -0.48254 0.21814  0.387
3 C 0.25457 -0.19992 -1.03497  -0.381
4 C -0.92050 0.24712 -0.13731  -0.672
5 C -0.02107 0.00963 1.11554  -0.383
6 H 0.66729 0.57321 -1.69161  0.265
7 H 0.02238 -1.09662 -1.60693  0.237
8 H -1.91690 -0.17191 -0.19099  0.337
9 H -1.06357 1.34686 -0.24292  0.216
10 H -0.24358 -0.41079 2.10139  0.385
11 H -0.09133 1.11681 1.09616  0.162

Atoms 1-3, force components in eV/Å:
-0.93 0.25 0.06
0.11 0.27 -0.11
-0.16 -0.12 -0.31

=====

[5]
Entry from OMol25: the molecule C4H6O (the ωB97M-V functional and the def2-TZVPD basis).

Properties
E_LUMO in eV: -0.484
ΔE to the lowest compared entry with this formula, charge and spin in eV: 4.194
Molecular weight in u: 70.09
Calculated total energy in Ha: -231.0696
Orbital gap in eV: 8.79
HOMO energy in eV: -9.27

Last column: Mulliken charge in e.
Atoms and positions in Å:
1 C -1.31510 -0.56872 -0.01353  -0.433
2 C -0.09888 -0.10269 0.70026  0.033
3 C 1.20025 0.03677 -0.06315  -0.441
4 O 0.88872 0.72254 -1.27482  -0.501
5 C -1.06402 0.88783 0.07288  -0.399
6 H -2.13042 -0.90121 0.62633  0.270
7 H -1.31440 -1.02005 -1.00551  0.200
8 H -0.07965 -0.18899 1.78460  0.366
9 H 1.63406 -0.93369 -0.33336  0.254
10 H 1.94807 0.58770 0.52497  0.275
11 H 0.33136 1.48052 -1.01869  0.374

Atoms 1-3, force components in eV/Å:
-0.15 -0.03 -0.04
0.03 0.12 0.08
0.04 -0.13 0.18

=====

[6]
Entry from OMol25: a cluster of 2 separate species, C4H6O in total at a distorted geometry (the ωB97M-V functional and the def2-TZVPD basis).

Properties
E_LUMO in eV: -0.216
ΔE to the lowest compared entry with this formula, charge and spin in eV: 5.500
Molecular weight in u: 70.09
Calculated total energy in Ha: -231.0216
Orbital gap in eV: 8.37
HOMO energy in eV: -8.59

Last column: Mulliken charge in e.
Atoms and positions in Å:
1 C 0.28614 0.31282 0.36421  -0.011
2 C 1.30184 1.05078 0.56785  -0.538
3 C -1.13207 0.08555 0.60715  -0.488
4 C -0.44805 -0.56575 -0.46624  0.039
5 O -0.21119 -1.91514 -0.67240  -0.389
6 H 2.21590 0.91094 -0.16411  0.206
7 H 1.23017 1.69913 1.39936  0.282
8 H -1.52880 -0.52115 1.49679  0.219
9 H -1.81142 0.90521 0.36372  0.211
10 H -0.49976 0.18388 -2.30039  0.122
11 H 0.59724 -2.14627 -1.19594  0.346

Atoms 1-3, force components in eV/Å:
-1.49 -0.92 -0.82
3.69 0.19 -1.50
-3.01 -0.24 2.74

=====

[7]
Entry from OMol25: the molecule C4H6O (the ωB97M-V functional and the def2-TZVPD basis).

Properties
E_LUMO (spin up / spin down) in eV: -0.438 / -0.627
ΔE to the lowest compared entry with this formula, charge and spin in eV: 4.811
Molecular weight in u: 70.09
Calculated total energy in Ha: -231.0469
Orbital gap (spin up / spin down) in eV: 7.57 / 7.68
HOMO energy (spin up / spin down) in eV: -8.01 / -8.31

Last column: Mulliken charge in e.
Atoms and positions in Å:
1 O -1.95536 -1.00642 0.76132  -0.512
2 C -0.90589 -0.71657 -0.13243  -0.326
3 C -0.15296 0.50869 0.26765  -0.232
4 C 1.08960 0.83777 -0.19937  0.021
5 C 2.21150 0.54432 -0.89840  -0.410
6 H -1.55540 -1.24109 1.60738  0.313
7 H -0.19746 -1.55122 -0.26208  0.260
8 H -1.38130 -0.54516 -1.10923  0.241
9 H 0.70876 1.85313 -0.48026  0.185
10 H -0.73580 1.28490 0.76682  0.275
11 H 3.03274 0.00532 -0.39949  0.185

Atoms 1-3, force components in eV/Å:
0.05 -0.22 0.28
0.22 -0.08 -0.19
-0.20 -0.22 0.10

=====

[8]
Entry from OMol25: a cluster of 2 separate species, C4H6O in total at a distorted geometry (the ωB97M-V functional and the def2-TZVPD basis).

Properties
E_LUMO (spin up / spin down) in eV: 1.151 / -2.249
ΔE to the lowest compared entry with this formula, charge and spin in eV: 2.955
Molecular weight in u: 70.09
Spin multiplicity: 3
Calculated total energy in Ha: -230.9712
Orbital gap (spin up / spin down) in eV: 6.91 / 7.93
HOMO energy (spin up / spin down) in eV: -5.76 / -10.18

Last column: Mulliken charge in e.
Atoms and positions in Å:
1 C 1.34066 0.82556 0.88758  -0.660
2 C -2.98548 0.50572 0.39329  -0.258
3 C 0.75073 0.48775 -0.40885  -0.271
4 C -2.47548 -0.49773 -0.01608  -0.478
5 O -0.38694 0.74657 -0.61862  -0.250
6 H 1.45275 1.95356 0.76948  0.197
7 H 0.39510 0.77850 1.54780  0.227
8 H -2.97817 1.51716 0.65606  0.367
9 H 2.33965 0.33547 1.10447  0.273
10 H 1.38707 0.11493 -1.16439  0.470
11 H -2.33593 -1.51225 -0.32176  0.382

Atoms 1-3, force components in eV/Å:
-0.85 2.26 1.05
0.70 -0.03 -0.10
6.96 -2.85 0.98

=====

> calculated total energy of number 7 (C4H6O)?

-231.0469 Ha

=====

> Which of these has the lowest calculated total energy?

number 1

=====

> ΔE to the lowest compared entry with this formula, charge and spin of number 4 (C4H6O)?

1.193 eV

=====

> What is the calculated total energy in the sixth record?

-231.0216 Ha